106
Properties=species:S:1:pos:R:3:forces:R:3:mulliken_charge:R:1 method="wB97M-V/def2-TZVPD" e_homo_ev=-8.63 e_tot_ha=-3949.36432 spin_multiplicity=1 lumo_ev=0.50
H 4.7697 3.0432 2.9767 -0.03 0.01 -0.02 0.378
H -6.4228 1.4827 2.6791 0.66 -0.09 -0.08 0.358
C -6.2681 -0.3259 -1.5671 0.20 -0.26 0.07 0.368
H 7.0002 -2.1265 -4.1058 -0.03 -0.01 0.00 0.358
H 0.4614 1.1589 -0.3667 0.54 -0.34 0.07 0.108
C -7.0483 -2.0616 -2.8199 0.19 0.00 0.24 -0.337
H -5.5308 0.0139 -0.8483 0.02 0.08 -0.01 0.109
H 10.6847 -0.4510 -4.0574 0.06 -0.02 -0.06 0.325
H -5.2391 -2.2581 0.4066 -0.49 0.15 0.03 0.222
H 3.4484 3.8227 6.9838 -0.03 0.00 -0.01 0.364
C 2.0132 4.0084 5.3959 -0.24 0.03 -0.27 -0.204
C 13.4696 1.1497 -3.0299 0.08 0.02 -0.02 -0.115
H -6.9380 -3.1028 -3.0977 -0.19 0.04 -0.03 0.576
C 12.9584 1.6154 -1.8292 0.02 -0.03 -0.07 -0.556
H -0.3078 1.2269 2.1846 0.03 -0.23 0.37 0.009
H 2.4495 3.5523 2.2178 0.05 -0.03 -0.02 0.405
C 6.9446 -0.5186 -1.1350 -0.01 -0.03 -0.04 -0.761
O -4.9033 1.9651 5.1774 -0.49 -0.85 -1.33 -0.564
Si -2.4318 -0.8340 1.4379 1.73 0.81 -1.98 -0.054
H 13.0184 0.0102 -4.8012 -0.03 -0.01 0.01 0.339
H -4.5611 -0.9344 4.8033 -0.06 -0.63 -0.15 0.349
H -5.6393 4.7930 0.7130 -0.35 -0.56 -0.02 0.325
C 4.2839 3.3952 5.0452 0.09 -0.02 0.03 -0.194
H 0.2341 1.4933 3.8869 -0.39 -0.30 -0.38 0.331
O -0.9925 -0.7067 0.5007 -2.29 -0.64 1.08 -0.103
H -4.9158 4.7147 2.8286 0.09 -0.07 -0.07 0.189
H -8.7477 -1.7067 -4.0832 0.02 -0.03 0.01 0.389
C 12.6558 0.3920 -3.8565 0.04 0.04 0.04 -0.674
C 1.3567 0.7808 -0.8901 -0.08 0.10 -1.00 -1.029
H 8.4741 -0.7593 -2.6227 -0.01 0.05 0.08 0.331
H 2.2927 1.1351 -0.4205 -0.48 -0.27 0.08 0.239
C -8.1528 0.0388 -2.9709 -0.05 0.08 -0.03 -0.347
Si -4.1356 1.5332 1.7416 -1.91 0.73 -0.83 0.878
H -5.1385 -3.7180 -3.4545 0.17 -0.03 -0.05 0.323
H -2.4296 -0.0227 3.8967 -0.08 -0.08 -0.55 0.167
H -7.2867 1.5599 -1.7168 0.03 -0.01 0.01 0.391
H 0.1849 -1.4603 3.0806 -0.33 0.34 -0.14 0.310
N -6.1557 -1.6084 -1.9324 -0.31 0.14 -0.01 -0.057
B -5.2424 0.8523 4.4127 0.11 -0.67 0.63 0.375
C 7.4542 -0.9853 -2.3355 0.16 -0.01 -0.12 0.293
C -4.3493 -3.6681 -4.1943 -0.01 -0.07 0.01 -0.156
C 1.3346 -0.7546 -1.1248 -0.18 0.51 0.57 -0.121
H -2.8406 -2.9999 -2.8115 0.05 0.04 -0.14 0.545
O -3.0838 -3.2425 -0.6754 -0.46 0.79 1.96 -0.320
H -8.9284 0.6781 -3.3742 0.01 -0.01 0.01 0.393
S -2.6387 -4.2690 2.1642 0.05 0.31 -0.29 -0.429
H -0.3534 -2.5899 1.2843 -0.47 0.21 -0.32 0.496
C 3.2694 3.7492 5.9195 0.06 -0.03 -0.03 -0.388
H 1.2370 0.5981 2.7585 -0.50 0.25 0.09 0.212
H -0.2844 -0.6724 4.5840 0.07 -0.16 -0.55 0.656
H -4.1251 3.2875 0.0182 -0.40 -0.38 0.04 0.368
C -0.2973 -1.9481 0.3870 2.68 0.05 -0.02 -0.516
O -5.3060 -0.4096 5.0995 0.41 1.57 -0.22 -0.634
C -8.0560 -1.2852 -3.3667 0.02 0.04 0.02 -0.681
H -4.5609 1.6480 6.0126 -0.09 -0.06 0.49 0.284
C 0.1791 0.7684 3.0560 1.09 -0.55 -0.12 -0.705
H -2.1939 -1.7620 3.6927 -0.18 0.46 -0.41 0.494
O -4.9241 -2.7314 1.1952 1.97 0.08 -1.11 -0.581
N -5.5843 3.9782 2.6479 -0.77 -0.34 -0.28 -0.421
C -4.6001 -4.0031 -5.5156 -0.01 0.01 0.09 -0.465
H 7.5502 0.0772 -0.4654 0.00 -0.01 -0.01 0.384
C -0.3910 -0.6148 3.4809 -0.76 0.85 0.62 -0.989
H -3.9223 -3.6581 -0.9104 -0.13 -0.25 -0.38 0.229
H 1.1876 4.2864 6.0417 0.04 0.00 0.06 0.354
C -5.5262 0.8454 2.8395 0.04 0.16 0.65 -0.491
C 1.2234 -1.5950 0.1949 -0.65 -0.16 -0.98 -0.700
C -3.0740 -3.2682 -3.8325 -0.01 0.02 -0.01 -0.090
C -3.5548 -3.9237 -6.4215 0.31 0.08 -0.08 -0.261
H -3.7015 -4.1784 -7.4652 -0.07 -0.01 0.00 0.352
H -1.0874 -2.9105 -4.5835 -0.01 0.01 0.08 0.410
C -2.0999 -3.2202 -4.8172 0.08 -0.05 -0.36 -0.441
C 5.6353 -0.8350 -0.8112 -0.29 -0.14 -0.07 -0.195
H 4.6659 -2.5863 -3.3584 0.05 -0.01 -0.05 0.355
Cl -2.6952 2.6806 2.7597 -0.25 -0.82 -0.50 -0.432
N 4.8297 -1.5629 -1.5911 0.37 0.07 -0.10 -0.277
H -5.8318 -0.1753 2.5327 0.39 0.41 0.12 0.398
H 14.4891 1.3746 -3.3179 -0.02 0.00 0.01 0.371
C 11.3594 0.1345 -3.4422 -0.26 0.03 0.23 0.027
H -6.9366 3.6466 1.0404 0.51 -0.23 0.21 0.363
C 4.0043 3.3166 3.6905 0.01 0.00 0.06 -0.407
N 10.8450 0.5713 -2.2884 0.35 0.05 -0.12 -0.272
C 6.6387 -1.7437 -3.1607 0.01 0.06 0.10 -0.573
H -0.5742 -2.5191 -0.5208 -0.35 0.27 0.53 0.124
C -4.9638 2.7478 0.5069 0.76 0.12 0.31 -0.090
H 0.4315 -0.9830 -1.7272 0.48 0.09 0.16 0.033
H 11.2066 1.6380 -0.5771 0.06 0.04 0.02 0.346
H 5.2798 3.1837 5.4147 -0.02 0.00 -0.01 0.362
C 2.7148 3.5981 3.2684 -0.37 0.10 0.06 -0.231
C -5.8580 3.8187 1.2061 0.54 0.86 -0.69 -0.905
H -5.4971 2.1948 -0.2880 0.19 0.24 0.40 -0.271
C -7.2423 0.5320 -2.0508 -0.04 -0.07 -0.07 -0.664
H 2.2140 -1.0187 -1.7320 -0.23 -0.08 0.41 0.304
N 1.7190 3.9404 4.0938 0.42 -0.09 0.13 -0.433
C 11.6490 1.2986 -1.5069 -0.31 -0.14 -0.05 -0.162
H 5.1932 -0.4947 0.1191 0.05 0.03 0.02 0.400
C -1.9523 -0.7723 3.2422 0.76 -0.58 0.95 -0.250
H 1.3292 1.2653 -1.8912 0.08 -0.16 0.49 0.395
O -3.5399 0.2517 0.7969 0.88 0.36 1.84 -0.084
H 13.5620 2.2107 -1.1576 -0.03 -0.01 0.01 0.346
H -5.5841 -4.3192 -5.8364 0.02 -0.01 -0.03 0.362
H 1.6311 -1.0671 1.0740 -0.25 -0.07 -0.34 0.155
H -6.4605 4.2632 3.0693 0.20 0.01 0.34 0.207
C 5.3422 -2.0007 -2.7450 -0.26 0.01 0.20 -0.273
N -2.3168 -3.5395 -6.0972 -0.27 -0.02 0.26 -0.570
H 1.7942 -2.5344 0.0795 -0.27 0.29 0.10 0.367
P -3.2455 -2.8843 0.9599 -1.52 -1.37 0.18 0.573